{
  "formula": "C24H34N3O2PS",
  "method": "ωB97M-V/def2-TZVPD",
  "symbols": ["C", "C", "C", "C", "C", "S", "N", "C", "C", "C", "C", "C", "C", "C", "O", "O", "C", "C", "H", "H", "H", "H", "H", "H", "H", "H", "H", "H", "H", "H", "H", "C", "C", "C", "C", "N", "P", "H", "N", "C", "C", "C", "C", "C", "C", "H", "H", "H", "H", "H", "H", "H", "H", "H", "H", "H", "H", "H", "H", "H", "H", "H", "H", "H", "H"],
  "xyz": [[-7.25, 1.49, -1.20], [-6.16, 1.42, -0.17], [-6.32, 2.04, 1.08], [-5.32, 1.94, 2.06], [-4.13, 1.24, 1.78], [-2.81, 1.08, 2.98], [-1.78, 2.13, 2.38], [-0.45, 2.14, 2.92], [0.10, 3.51, 3.05], [0.85, 3.83, 4.17], [1.23, 5.15, 4.40], [0.83, 6.17, 3.52], [-0.02, 5.85, 2.45], [-0.42, 4.53, 2.24], [-3.42, 1.50, 4.23], [-2.37, -0.29, 2.89], [-3.99, 0.61, 0.54], [-4.98, 0.72, -0.44], [-6.97, 0.94, -2.10], [-8.19, 1.07, -0.82], [-7.46, 2.53, -1.49], [-7.24, 2.59, 1.28], [-5.45, 2.41, 3.03], [-0.16, 1.42, 3.72], [1.11, 3.03, 4.86], [1.85, 5.38, 5.25], [1.18, 7.19, 3.68], [-0.34, 6.63, 1.77], [-1.16, 4.28, 1.47], [-3.09, 0.03, 0.35], [-4.84, 0.25, -1.42], [4.45, 2.16, 0.34], [3.89, 0.76, 0.52], [4.70, -0.23, -0.32], [3.94, 0.34, 1.99], [2.48, 0.73, 0.06], [1.48, -0.54, 0.66], [0.01, 2.02, 1.99], [0.40, -0.25, -0.63], [-0.57, -1.33, -0.95], [-1.71, -0.74, -1.77], [-1.05, -1.96, 0.35], [0.14, -2.40, -1.78], [0.99, 0.49, -1.66], [2.17, 1.05, -1.27], [3.86, 2.90, 0.89], [5.48, 2.18, 0.73], [4.49, 2.45, -0.72], [4.28, -1.24, -0.26], [4.73, 0.09, -1.37], [5.73, -0.26, 0.06], [3.57, -0.68, 2.13], [4.98, 0.37, 2.32], [3.37, 1.03, 2.63], [-1.39, -0.52, -2.80], [-2.52, -1.48, -1.83], [-2.11, 0.17, -1.32], [-0.22, -2.48, 0.87], [-1.51, -1.25, 1.05], [-1.80, -2.72, 0.10], [1.02, -2.79, -1.25], [-0.56, -3.22, -1.96], [0.45, -2.00, -2.76], [0.54, 0.48, -2.64], [2.89, 1.58, -1.87]],
  "lowdin_charge": [-0.07, -0.29, -0.04, -0.04, -0.26, 0.53, -0.22, -0.31, -0.24, -0.06, -0.11, -0.11, -0.09, -0.04, -0.36, -0.38, -0.07, -0.05, 0.07, 0.08, 0.08, 0.11, 0.11, 0.13, 0.11, 0.09, 0.09, 0.09, 0.11, 0.06, 0.10, -0.03, -0.66, -0.04, -0.08, -0.20, 1.28, 0.05, -0.19, -0.64, -0.04, -0.07, -0.04, -0.08, -0.09, 0.10, 0.10, 0.08, 0.09, 0.09, 0.10, 0.05, 0.10, 0.10, 0.08, 0.11, 0.08, 0.06, 0.06, 0.11, 0.08, 0.10, 0.09, 0.13, 0.12],
  "energy_ev": -54125.977,
  "gap_ev": 4.0
}



{
  "formula": "C24H34N4O10P3TeTl",
  "method": "ωB97M-V/def2-TZVPD",
  "symbols": ["Tl", "N", "C", "C", "P", "O", "O", "O", "P", "O", "O", "O", "H", "H", "H", "H", "H", "H", "H", "H", "N", "C", "C", "C", "C", "C", "C", "C", "C", "C", "C", "C", "C", "H", "H", "H", "H", "H", "H", "H", "H", "H", "H", "N", "C", "O", "C", "C", "C", "C", "N", "C", "H", "H", "H", "H", "H", "H", "C", "C", "O", "P", "O", "Te", "O", "C", "C", "H", "H", "H", "H", "H", "H", "H", "H", "H", "H"],
  "xyz": [[0.64, -0.71, -2.20], [3.99, -3.64, -0.66], [3.24, -2.96, 0.52], [3.89, -3.40, 1.82], [3.74, -1.19, 0.05], [3.12, -0.23, 1.18], [5.23, -1.33, 0.15], [3.15, -0.86, -1.29], [1.59, -3.83, 0.25], [0.59, -3.38, 1.41], [1.97, -5.27, 0.45], [1.12, -3.40, -1.11], [4.93, -3.21, -0.71], [3.45, -3.35, -1.50], [3.93, -4.65, -0.57], [4.92, -3.06, 1.86], [3.83, -4.49, 1.93], [3.34, -2.95, 2.65], [2.66, 0.51, 0.68], [0.18, -2.50, 1.23], [0.20, -0.39, 1.14], [-0.60, 0.30, 2.06], [-0.27, 0.23, 3.42], [-1.00, 0.91, 4.37], [-2.05, 1.73, 3.96], [-2.37, 1.79, 2.61], [-1.71, 1.04, 1.63], [-2.18, 1.13, 0.20], [-3.50, 1.58, 0.01], [-4.01, 1.85, -1.25], [-3.19, 1.68, -2.36], [-1.91, 1.16, -2.17], [-1.37, 0.81, -0.93], [-0.09, -0.08, 0.20], [1.18, -0.19, 1.30], [0.59, -0.38, 3.70], [-0.73, 0.83, 5.42], [-2.60, 2.31, 4.68], [-3.15, 2.48, 2.31], [-4.17, 1.70, 0.86], [-5.04, 2.17, -1.36], [-3.55, 1.91, -3.36], [-1.32, 1.00, -3.08], [-6.72, -3.61, -0.99], [-5.73, -2.65, -0.94], [-6.03, -1.49, -0.78], [-4.33, -3.13, -1.13], [-3.99, -4.47, -1.28], [-2.66, -4.81, -1.43], [-1.70, -3.81, -1.44], [-2.01, -2.52, -1.31], [-3.29, -2.19, -1.16], [-7.61, -3.28, -0.66], [-6.50, -4.56, -0.73], [-4.74, -5.25, -1.29], [-2.36, -5.85, -1.55], [-0.64, -4.03, -1.53], [-3.53, -1.13, -1.05], [0.62, 5.17, 0.43], [0.25, 3.78, -0.07], [0.96, 3.49, -1.28], [2.23, 2.47, -1.24], [2.05, 1.51, -0.12], [2.53, 1.95, -3.53], [3.44, 3.44, -0.71], [3.87, 4.55, -1.50], [4.84, 5.37, -0.67], [-0.03, 5.46, 1.26], [0.50, 5.90, -0.38], [1.66, 5.19, 0.76], [-0.81, 3.72, -0.31], [0.47, 3.03, 0.68], [3.01, 5.15, -1.81], [4.36, 4.18, -2.41], [4.34, 5.76, 0.22], [5.22, 6.20, -1.26], [5.67, 4.75, -0.34]],
  "lowdin_charge": [0.74, 0.12, -0.45, -0.11, 0.29, -0.20, -0.35, -0.48, 0.26, -0.16, -0.35, -0.45, 0.13, 0.13, 0.13, 0.07, 0.07, 0.08, -0.04, 0.05, 0.10, -0.25, -0.04, -0.13, -0.13, -0.07, -0.11, -0.20, -0.09, -0.13, -0.13, -0.22, -0.18, -0.03, 0.05, 0.11, 0.09, 0.08, 0.09, 0.09, 0.08, 0.08, 0.03, 0.14, -0.50, 0.07, -0.13, -0.04, -0.05, -0.12, 0.10, -0.04, 0.09, 0.07, 0.09, 0.10, 0.07, 0.11, -0.08, -0.28, -0.33, 0.14, -0.36, 0.33, -0.29, -0.36, -0.09, 0.07, 0.07, 0.06, 0.11, 0.10, 0.10, 0.06, 0.06, 0.07, 0.07],
  "e_above_lowest_kj_mol": 48.3,
  "energy_ev": -91739.110,
  "gap_ev": 5.6,
  "charge": -2
}



{
  "formula": "C24H34N8O4",
  "method": "ωB97M-V/def2-TZVPD",
  "symbols": ["O", "C", "C", "C", "C", "C", "C", "C", "O", "C", "O", "O", "H", "H", "H", "H", "H", "H", "H", "H", "H", "H", "C", "C", "N", "H", "H", "H", "C", "C", "N", "H", "H", "H", "C", "C", "N", "H", "H", "H", "C", "C", "N", "H", "H", "H", "C", "C", "N", "H", "H", "H", "C", "C", "N", "H", "H", "H", "C", "C", "N", "H", "H", "H", "C", "C", "N", "H", "H", "H"],
  "xyz": [[2.79, -4.70, 0.25], [1.97, -4.00, -0.24], [1.25, -2.86, 0.33], [0.79, -2.10, -0.66], [0.06, -0.80, -0.60], [-1.25, -0.66, -1.41], [-1.95, -1.94, -1.88], [-2.43, -2.85, -0.75], [-3.24, -2.07, 0.12], [1.20, -2.79, -1.92], [1.29, -2.40, -3.02], [1.62, -4.09, -1.59], [1.16, -2.71, 1.40], [-0.11, -0.58, 0.47], [0.75, -0.04, -0.97], [-1.07, 0.00, -2.27], [-1.97, -0.14, -0.77], [-2.85, -1.63, -2.43], [-1.36, -2.51, -2.61], [-3.01, -3.67, -1.19], [-1.59, -3.31, -0.21], [-3.67, -2.65, 0.75], [-1.31, 4.41, -2.39], [-0.90, 3.22, -1.66], [-0.57, 2.33, -1.01], [-1.00, 5.29, -1.84], [-0.87, 4.43, -3.38], [-2.40, 4.42, -2.48], [-2.14, 6.10, 1.31], [-2.70, 6.57, 0.05], [-3.09, 6.89, -0.98], [-2.20, 6.89, 2.05], [-2.69, 5.23, 1.67], [-1.09, 5.84, 1.15], [-0.49, 9.43, -1.51], [0.06, 8.16, -1.07], [0.45, 7.14, -0.72], [-0.12, 10.24, -0.88], [-0.19, 9.63, -2.54], [-1.58, 9.39, -1.46], [1.90, -2.58, 5.02], [0.96, -2.09, 4.02], [0.25, -1.68, 3.21], [1.48, -3.44, 5.53], [2.82, -2.88, 4.53], [2.11, -1.79, 5.73], [-2.56, 1.53, 1.47], [-3.46, 2.59, 1.91], [-4.18, 3.41, 2.26], [-2.99, 1.00, 0.62], [-1.60, 1.94, 1.17], [-2.40, 0.82, 2.28], [4.25, -6.81, 2.37], [3.64, -6.47, 3.65], [3.15, -6.19, 4.66], [4.47, -7.87, 2.33], [3.56, -6.55, 1.57], [5.17, -6.24, 2.24], [2.95, 0.67, 1.56], [2.82, 0.69, 3.02], [2.69, 0.69, 4.16], [3.41, -0.26, 1.25], [1.96, 0.76, 1.11], [3.57, 1.51, 1.24], [0.57, -4.65, -5.31], [-0.89, -4.63, -5.38], [-2.03, -4.61, -5.44], [0.98, -3.79, -5.83], [0.89, -4.61, -4.27], [0.95, -5.57, -5.77]],
  "lowdin_charge": [0.16, -0.42, 0.09, -0.12, -0.13, -0.19, -0.17, -0.25, -0.07, -0.40, 0.19, 0.12, 0.09, 0.10, 0.11, 0.10, 0.07, 0.12, 0.10, 0.12, 0.11, 0.09, -0.06, -0.22, 0.17, 0.03, 0.09, 0.08, -0.06, -0.29, 0.14, 0.09, 0.04, 0.07, -0.06, -0.27, 0.14, 0.08, 0.08, 0.07, -0.07, -0.28, 0.14, 0.08, 0.08, 0.08, -0.07, -0.27, 0.13, 0.07, 0.05, 0.09, -0.07, -0.28, 0.12, 0.08, 0.06, 0.09, -0.06, -0.28, 0.14, 0.08, 0.06, 0.08, -0.07, -0.29, 0.12, 0.09, 0.06, 0.08],
  "e_above_lowest_kj_mol": 0.0,
  "energy_ev": -45548.178,
  "gap_ev": 9.6
}